Computed, not measured: the molecule C10H12O2, with wB97M-V/def2-TZVPD.

Values from the calculation:
Net charge: 0
HOMO level in eV: -7.647
SMILES: C#C[C@H](C)CO/C=C1/CC=CO1
Spin multiplicity: 1

Geometry (Å):
C: -0.5200 2.1688 -0.0745
C: -1.1933 1.2161 -0.3411
C: -2.0891 0.1411 -0.7269
C: -3.2217 -0.0075 0.2926
C: -1.3017 -1.1780 -0.8737
O: -0.8398 -1.6466 0.3754
C: 0.1917 -0.9600 0.9554
C: 1.3318 -0.5395 0.4113
C: 2.4366 0.1832 1.1411
C: 3.3934 0.4363 0.0146
C: 2.8757 -0.0638 -1.1001
O: 1.6569 -0.6539 -0.9316
H: 0.1199 2.9574 0.1841
H: -2.5075 0.3907 -1.7109
H: -3.9493 -0.7355 -0.0594
H: -3.7219 0.9458 0.4487
H: -2.8217 -0.3501 1.2448
H: -1.9655 -1.9632 -1.2446
H: -0.4754 -1.0400 -1.5798
H: 0.0578 -0.8428 2.0215
H: 2.8793 -0.4263 1.9312
H: 2.0750 1.1079 1.5989
H: 4.3284 0.9467 0.1264
H: 3.2604 -0.0866 -2.1034

Computed, not measured: a cluster of 2 separate species, C3H11N4 in total, with wB97M-V/def2-TZVPD.

Values from the calculation:
Net charge: +1
HOMO level in eV: -11.971
Spin multiplicity: 1

Geometry (Å):
C: -0.9117 1.9213 0.1648
N: 1.3875 0.2580 1.3508
C: 1.3108 1.6518 1.0321
N: 0.2479 2.3367 0.9569
H: -0.6355 1.8298 -0.8976
H: -1.6872 2.6751 0.2322
H: -1.2931 0.9522 0.4858
H: 2.3612 0.0171 1.4940
H: 0.8316 0.0822 2.1787
H: 2.2599 2.1647 0.8561
N: -1.5281 -2.5552 -1.4927
C: -0.3944 -2.1819 -0.9192
N: 0.1819 -1.0159 -0.9511
H: -2.0312 -1.9450 -2.1201
H: -1.6616 -3.5537 -1.5070
H: 0.1254 -2.9912 -0.4104
H: 0.6504 -0.6564 -0.0799
H: -0.3441 -0.2847 -1.4227

Copy entry 2 word for word.
Computed, not measured: a cluster of 2 separate species, C3H11N4 in total, with wB97M-V/def2-TZVPD.

Values from the calculation:
Net charge: +1
HOMO level in eV: -11.971
Spin multiplicity: 1

Geometry (Å):
C: -0.9117 1.9213 0.1648
N: 1.3875 0.2580 1.3508
C: 1.3108 1.6518 1.0321
N: 0.2479 2.3367 0.9569
H: -0.6355 1.8298 -0.8976
H: -1.6872 2.6751 0.2322
H: -1.2931 0.9522 0.4858
H: 2.3612 0.0171 1.4940
H: 0.8316 0.0822 2.1787
H: 2.2599 2.1647 0.8561
N: -1.5281 -2.5552 -1.4927
C: -0.3944 -2.1819 -0.9192
N: 0.1819 -1.0159 -0.9511
H: -2.0312 -1.9450 -2.1201
H: -1.6616 -3.5537 -1.5070
H: 0.1254 -2.9912 -0.4104
H: 0.6504 -0.6564 -0.0799
H: -0.3441 -0.2847 -1.4227

Q: What is the net charge in the second record?
A: +1

Q: Look up the HOMO level of the second one.
A: -11.971 eV